{
  "formula": "C23H16AuCl3N3O5S",
  "method": "ωB97M-V with the def2-TZVPD basis set",
  "molar_mass_da": 749.79,
  "total_charge": -1,
  "homo_energy_ev": -5.23,
  "gap_ev": 7.27,
  "lumo_energy_ev": 2.032,
  "e_above_lowest_ev": 0.000,
  "elements": ["Au", "O", "C", "O", "C", "C", "C", "C", "C", "N", "C", "O", "O", "H", "H", "H", "Cl", "C", "C", "C", "C", "C", "C", "N", "C", "C", "N", "C", "O", "C", "C", "C", "Cl", "S", "C", "C", "C", "Cl", "C", "H", "H", "H", "H", "H", "H", "H", "H", "H", "H", "H", "H", "H"],
  "xyz": [[-0.339, -1.048, 3.238], [-3.496, -1.677, 5.897], [-2.811, -1.562, 4.887], [-1.655, -1.005, 4.852], [-3.353, -2.181, 3.597], [-4.560, -2.865, 3.623], [-5.011, -3.442, 2.447], [-4.246, -3.317, 1.300], [-3.064, -2.585, 1.350], [-2.639, -2.030, 2.487], [-2.222, -2.433, 0.073], [-2.408, -3.308, -0.792], [-1.628, -1.335, -0.064], [-5.100, -2.928, 4.556], [-5.944, -3.994, 2.428], [-4.523, -3.776, 0.361], [4.866, 5.158, 0.201], [4.112, 3.776, -0.534], [2.733, 3.692, -0.597], [2.152, 2.583, -1.189], [2.911, 1.536, -1.701], [2.235, 0.323, -2.323], [2.389, -0.962, -1.482], [2.199, -0.834, -0.050], [3.106, -0.361, 0.878], [2.467, -0.391, 2.077], [1.191, -0.873, 1.888], [1.061, -1.131, 0.605], [0.917, 0.619, -2.698], [-0.112, 0.448, -1.707], [-1.252, 1.323, -2.112], [-1.766, 2.347, -1.380], [-1.241, 2.898, 0.159], [-3.087, 3.127, -2.153], [-2.958, 2.077, -3.504], [-1.956, 1.178, -3.346], [4.295, 1.679, -1.643], [5.351, 0.472, -2.339], [4.909, 2.779, -1.067], [2.118, 4.482, -0.191], [1.075, 2.539, -1.261], [2.750, 0.102, -3.262], [3.385, -1.361, -1.658], [1.666, -1.693, -1.841], [4.103, -0.064, 0.606], [2.825, -0.110, 3.051], [0.133, -1.457, 0.144], [0.234, 0.730, -0.712], [-0.447, -0.590, -1.651], [-3.641, 2.173, -4.331], [-1.712, 0.416, -4.072], [5.986, 2.856, -1.042]]
}

=====

{
  "formula": "C23H16BaBrF6N4OPSe3Te",
  "method": "ωB97M-V with the def2-TZVPD basis set",
  "molar_mass_da": 1091.08,
  "total_charge": -1,
  "homo_energy_ev": [-4.16, -4.19],
  "spin_multiplicity": 2,
  "gap_ev": [6.02, 5.03],
  "lumo_energy_ev": [1.865, 0.842],
  "e_above_lowest_ev": 0.000,
  "s_squared": 0.76,
  "elements": ["Ba", "C", "C", "N", "C", "C", "C", "C", "C", "C", "C", "N", "C", "C", "C", "C", "C", "C", "C", "C", "N", "C", "H", "H", "H", "H", "H", "H", "H", "H", "H", "H", "H", "H", "Se", "Se", "Te", "Se", "O", "C", "C", "C", "N", "C", "Br", "C", "H", "H", "H", "H", "F", "P", "F", "F", "F", "F", "F"],
  "xyz": [[-0.017, 0.855, 0.779], [0.714, 4.921, -1.680], [0.214, 3.968, -0.777], [-0.079, 2.740, -1.131], [0.049, 2.358, -2.429], [0.443, 3.280, -3.427], [0.817, 4.572, -2.995], [0.399, 2.918, -4.792], [-0.084, 1.683, -5.124], [-0.433, 0.737, -4.147], [-0.292, 0.997, -2.784], [-0.541, 0.127, -1.760], [-0.684, -1.213, -1.936], [-0.175, -2.005, -2.969], [-0.457, -3.375, -3.069], [-1.236, -4.030, -2.151], [-1.678, -3.314, -1.016], [-2.388, -3.920, 0.044], [-2.696, -3.210, 1.171], [-2.266, -1.874, 1.251], [-1.639, -1.274, 0.268], [-1.359, -1.942, -0.878], [0.988, 5.908, -1.332], [0.060, 4.225, 0.267], [1.173, 5.285, -3.731], [0.710, 3.630, -5.546], [-0.190, 1.412, -6.168], [-0.821, -0.222, -4.454], [0.450, -1.536, -3.714], [-0.050, -3.924, -3.911], [-1.477, -5.080, -2.256], [-2.668, -4.964, -0.047], [-3.233, -3.661, 1.995], [-2.442, -1.279, 2.145], [-3.502, 1.488, 0.265], [-3.993, 3.614, 0.653], [-2.374, 4.381, 2.526], [-1.631, 2.241, 3.438], [0.636, -3.691, 6.271], [0.615, -2.761, 5.286], [0.289, -1.429, 5.512], [0.291, -0.564, 4.436], [0.585, -0.941, 3.188], [0.907, -2.210, 3.009], [1.369, -2.718, 1.243], [0.939, -3.171, 4.002], [0.400, -3.276, 7.108], [0.038, -1.068, 6.502], [0.049, 0.483, 4.573], [1.207, -4.195, 3.794], [2.576, 0.342, 0.277], [3.622, 1.585, 0.639], [4.839, 0.740, 0.039], [2.311, 2.396, 1.245], [3.842, 0.922, 2.088], [3.306, 2.219, -0.804], [4.568, 2.818, 1.016]]
}

=====

{
  "formula": "C23H16BeBrN4O2S",
  "method": "ωB97M-V with the def2-TZVPD basis set",
  "molar_mass_da": 501.39,
  "total_charge": 1,
  "homo_energy_ev": -10.66,
  "gap_ev": 7.02,
  "lumo_energy_ev": -3.637,
  "e_above_lowest_ev": 0.472,
  "elements": ["Be", "C", "C", "N", "C", "C", "C", "C", "C", "C", "C", "C", "C", "N", "C", "H", "H", "H", "H", "H", "H", "H", "H", "S", "C", "N", "C", "C", "C", "N", "H", "H", "H", "H", "Br", "C", "C", "C", "C", "C", "C", "C", "O", "O", "H", "H", "H", "H"],
  "xyz": [[-0.355, 0.519, 0.148], [2.557, 0.858, 3.027], [1.971, 0.481, 1.814], [0.675, 0.589, 1.601], [-0.103, 1.075, 2.599], [0.383, 1.481, 3.835], [1.771, 1.361, 4.035], [-0.548, 1.981, 4.813], [-1.875, 2.023, 4.557], [-2.396, 1.588, 3.288], [-3.758, 1.579, 2.933], [-4.126, 1.193, 1.666], [-3.142, 0.805, 0.748], [-1.867, 0.767, 1.073], [-1.503, 1.149, 2.317], [3.624, 0.748, 3.155], [2.568, 0.079, 1.004], [2.206, 1.665, 4.980], [-0.158, 2.327, 5.763], [-2.567, 2.401, 5.299], [-4.504, 1.878, 3.660], [-5.164, 1.195, 1.363], [-3.395, 0.530, -0.270], [-0.368, -1.445, -0.840], [-1.353, -2.488, 0.046], [-1.812, -3.603, -0.604], [-2.584, -4.538, -0.016], [-2.938, -4.384, 1.284], [-2.453, -3.232, 1.923], [-1.701, -2.319, 1.339], [-1.525, -3.709, -1.568], [-2.892, -5.377, -0.625], [-3.554, -5.108, 1.794], [-2.686, -3.052, 2.968], [0.643, 7.122, -4.081], [0.151, 6.015, -2.628], [-0.250, 6.603, -1.438], [-0.616, 5.791, -0.373], [-0.564, 4.411, -0.498], [-0.159, 3.836, -1.697], [0.194, 4.641, -2.773], [-0.113, 2.346, -1.881], [-0.070, 1.835, -2.974], [-0.121, 1.669, -0.755], [-0.276, 7.680, -1.347], [-0.937, 6.246, 0.556], [-0.842, 3.770, 0.329], [0.493, 4.180, -3.704]]
}

=====

{
  "formula": "C23H16BrClN3O6S2",
  "method": "ωB97M-V with the def2-TZVPD basis set",
  "molar_mass_da": 609.89,
  "total_charge": -1,
  "homo_energy_ev": -3.78,
  "gap_ev": 5.80,
  "lumo_energy_ev": 2.023,
  "elements": ["C", "C", "C", "C", "C", "S", "O", "O", "N", "C", "C", "C", "C", "C", "Br", "C", "C", "N", "O", "O", "C", "C", "C", "H", "H", "H", "H", "H", "H", "H", "H", "H", "H", "H", "N", "C", "C", "C", "C", "C", "S", "C", "Cl", "O", "O", "C", "C", "H", "H", "H", "H", "H"],
  "xyz": [[4.327, 0.577, -4.468], [4.271, 0.843, -2.991], [5.448, 0.761, -2.243], [5.441, 1.009, -0.874], [4.224, 1.276, -0.244], [4.215, 1.530, 1.519], [5.469, 1.104, 2.073], [3.581, 2.760, 1.887], [3.043, 0.332, 2.053], [3.396, -1.034, 2.176], [4.551, -1.713, 1.802], [4.521, -3.110, 1.803], [3.379, -3.806, 2.232], [2.219, -3.110, 2.585], [0.603, -4.052, 2.810], [2.249, -1.718, 2.628], [1.269, -0.679, 2.955], [0.268, -0.883, 3.919], [0.350, -1.872, 4.675], [-0.671, -0.035, 4.103], [1.752, 0.525, 2.457], [3.037, 1.390, -0.974], [3.074, 1.186, -2.354], [3.329, 0.599, -4.907], [4.940, 1.318, -4.992], [4.777, -0.401, -4.668], [6.386, 0.511, -2.738], [6.361, 0.970, -0.293], [5.455, -1.183, 1.526], [5.379, -3.679, 1.459], [3.390, -4.890, 2.263], [1.189, 1.486, 2.332], [2.099, 1.626, -0.476], [2.168, 1.296, -2.950], [-8.028, 4.238, 2.297], [-6.871, 4.055, 2.268], [-5.451, 3.827, 2.210], [-4.720, 4.257, 1.100], [-3.346, 4.035, 1.027], [-2.705, 3.341, 2.057], [-0.902, 3.138, 1.987], [-0.413, 1.424, 1.818], [-0.793, 0.725, 0.318], [-0.478, 3.777, 0.765], [-0.391, 3.544, 3.279], [-3.417, 2.947, 3.196], [-4.791, 3.173, 3.256], [-5.237, 4.771, 0.289], [-2.770, 4.403, 0.178], [-0.748, 0.815, 2.677], [-2.892, 2.477, 4.030], [-5.355, 2.847, 4.128]]
}